[1]
Molecular formula: C46H66N11O6P
Method: DFT, ωB97M-V/def2-TZVPD

The geometry in XYZ format:
```
130
C46H66N11O6P | the OMol25 dataset | ωB97M-V/def2-TZVPD
P -0.0937 -0.0407 -0.2175
O -1.0297 -0.9927 0.4295
O -1.5187 2.5923 5.4115
O -0.3107 1.3613 0.1635
O 2.5143 4.6313 0.6525
O 1.2433 -0.3587 0.2785
O -0.1337 -0.0927 -1.8675
N 2.4523 -2.5327 0.7985
N 3.3883 0.1093 -0.9825
N -2.1457 -0.4067 -3.2305
N -0.7437 -2.1537 2.7315
N -3.4697 -0.8877 0.8605
N 0.4213 1.7543 -3.3975
N 0.3693 2.1803 2.2695
N 2.3953 0.1983 2.4925
N 0.6123 -2.0547 -3.2495
N -2.0237 3.1593 -0.3325
N -1.5107 -3.5047 -0.4855
C -1.6557 -1.6497 3.7295
C 1.9743 -2.0037 -3.7475
C -2.6867 3.1253 -1.5865
C 2.5373 5.0583 -0.6825
C 3.3883 1.1023 -1.9495
C 3.2293 -2.8977 1.9255
C 4.0193 1.1163 3.7665
C 0.2903 3.0423 -2.8625
C -4.2537 0.2823 0.5645
C -0.7227 -4.5957 -0.2555
C -0.2737 -3.3017 4.5715
C -0.7237 2.0663 3.1595
C 1.6683 3.5063 0.6535
C -0.0207 -3.2297 3.2465
C -4.2057 -0.8757 -3.9075
C -3.4107 -0.7057 -2.7765
C 4.5923 -0.7137 -0.9825
C -1.9797 -0.3637 -4.5495
C 0.7443 1.8203 -4.7915
C 2.0083 -0.1847 3.7385
C 0.6213 -3.7327 -4.7475
C 3.6413 -4.3797 0.1445
C -3.2907 -0.6097 -5.0425
C -4.3987 -1.9057 1.0045
C -0.1147 -2.9647 -3.8535
C 3.8483 -4.0507 1.6135
C -3.5547 4.1213 -1.6965
C 4.5753 0.9413 -2.5275
C -5.6577 -1.4377 1.0125
C 3.5163 1.0533 2.5835
C -1.3027 -2.1787 4.8985
C 0.7533 3.9503 -3.7485
C 2.6663 -3.4147 -0.2545
C -3.3187 4.9333 -0.3245
C 0.9603 3.1483 -5.0075
C -0.4377 2.4063 4.6675
C 1.1253 3.4313 1.9895
C -5.4727 0.0523 0.8015
C -2.6897 -3.9177 -1.2715
C -1.3507 -5.7107 -0.7345
C -2.5477 -5.2097 -1.3635
C 3.1813 0.1503 4.6015
C -2.3507 4.2733 0.3985
C 5.4143 -0.1207 -1.8605
C 2.1103 -3.1237 -4.5525
C -2.3357 1.4953 5.6625
H 6.3223 -0.5877 -1.9845
H 3.0693 5.9703 -0.6855
H 1.0833 -0.8547 4.0395
H 0.2463 1.5303 5.2125
H 2.6943 -1.2377 -3.3905
H -1.3307 -2.5767 -0.1145
H 1.0933 1.6213 2.5755
H -6.0227 0.8473 0.7135
H 1.7953 5.4173 -1.3065
H -1.8777 4.6253 1.2975
H 2.4783 -0.1547 -0.5395
H -1.0917 1.0923 2.8175
H 0.3413 0.8783 -2.8915
H -3.6157 -0.7897 -6.0835
H 2.3663 -3.4697 -1.3215
H 2.1873 2.6533 0.2505
H 0.4083 -4.6367 -5.4725
H -1.1367 -3.1197 -3.5075
H -1.2327 -0.3707 -2.6195
H -3.7677 1.3113 0.6015
H 3.1063 0.0223 5.7445
H -2.6447 1.3463 4.6295
H -4.1757 4.3253 -2.4065
H 0.2503 -1.2017 -2.5535
H 4.1263 -5.2407 -0.6285
H -1.8527 0.5913 6.1405
H -5.1607 -1.0327 -3.7565
H -0.0577 2.7963 -1.8545
H 0.0713 1.7893 1.3095
H -3.5257 -0.7527 -1.6035
H -1.7937 -2.0267 5.9355
H 0.7763 4.9853 -3.6325
H 3.2663 4.3473 -1.2895
H 3.0413 -3.4877 -5.0535
H -1.5147 2.5093 2.6785
H -1.0697 -0.2757 -5.0945
H -2.5117 2.3543 -2.5095
H 1.0373 3.6243 -5.9685
H 4.8123 -1.3567 -0.2005
H 0.7693 0.8823 -5.3825
H 1.9083 0.0933 1.5475
H 0.0633 -4.4137 0.4265
H 1.5073 3.7973 2.6985
H -2.9607 1.7643 6.5625
H 4.0243 1.5933 1.6385
H 0.2073 4.2683 1.9725
H -0.9867 -6.8107 -0.7585
H 0.7123 -3.6267 2.6325
H -3.2207 -5.8837 -2.0305
H 4.4223 -4.5827 2.3805
H -3.9487 -2.9707 1.1205
H 0.1653 3.3153 4.7675
H -0.5057 -1.8287 1.8695
H 0.8273 3.5193 -0.0335
H -2.2607 -0.9787 0.7235
H 2.5873 1.7533 -2.1115
H 4.7963 1.7623 3.9675
H -1.3527 2.4633 0.0585
H 1.9163 -1.5307 0.5985
H -3.1997 -3.0417 -1.5645
H 4.8263 1.6283 -3.3295
H -2.4017 -0.9857 3.3605
H -3.6067 5.8893 -0.1165
H 0.2973 -3.9287 5.3805
H -6.5567 -2.0307 1.1575
H 3.2503 -2.3367 3.0105
```

Values from the calculation:
Energy above the lowest of the compared OMol25 structures with the same formula, charge and spin = 49.5 kcal per mole
Orbital gap = 6.7 eV
F_max = 13.76 eV/A
Charge = -2

---

[2]
Molecular formula: C46H66N11O6P
Method: DFT, ωB97M-V/def2-TZVPD

The geometry in XYZ format:
```
130
C46H66N11O6P | the OMol25 dataset | ωB97M-V/def2-TZVPD
P 6.8290 20.0510 39.0410
O 6.2760 21.2730 39.4920
O 6.8590 20.1440 37.4320
O 5.8900 18.9690 39.5570
O 9.1170 25.0200 40.6650
O 5.2820 21.7610 44.9860
O 8.1070 19.9660 39.7000
N 7.7450 22.1250 36.3630
N 5.9030 17.7560 41.8650
N 6.9560 22.1040 41.6340
N 4.7550 23.2110 38.7730
N 3.3710 19.3010 39.8210
N 8.3220 18.3530 36.0560
N 9.3020 20.3790 41.8350
N 9.4530 17.6530 39.8460
N 5.6210 16.6960 38.4200
N 10.3660 20.6560 38.5270
N 5.0300 19.8450 35.9470
C 3.7720 19.3430 34.1950
C 7.9680 17.1590 35.5980
C 2.6620 20.3620 40.1450
C 4.0690 23.8890 39.7670
C 10.8990 21.1230 43.3290
C 9.5670 18.7310 35.7530
C 6.8950 16.8850 42.2160
C 9.6540 16.6510 38.8320
C 10.4560 15.7250 39.3660
C 5.8290 21.7310 42.5900
C 10.5350 21.8200 37.8820
C 4.5670 15.5290 36.8320
C 11.0590 16.1970 40.7300
C 8.4500 22.0300 35.1710
C 5.0980 19.2420 34.6180
C 11.7440 21.7290 37.2900
C 1.3020 18.4170 40.0030
C 8.9560 19.9300 43.1760
C 5.2710 17.1620 43.8900
C 4.2900 23.3650 37.4600
C 3.8310 20.3580 36.2210
C 3.1520 24.7080 39.1000
C 10.0920 17.6520 35.1380
C 8.8790 23.3260 34.8030
C 5.6210 14.6060 37.6220
C 9.8710 20.3720 44.0470
C 4.6880 16.7050 37.3040
C 6.3680 21.7970 44.0610
C 8.4580 23.7660 40.5780
C 7.3110 23.4570 41.5530
C 2.9020 20.1240 35.2660
C 4.5430 20.5210 45.0110
C 10.2940 17.3520 40.8780
C 9.1150 16.5900 35.1380
C 9.7080 25.3600 39.4280
C 6.3430 15.4390 38.4380
C 3.3000 24.3370 37.5210
C 4.9120 17.8700 42.7740
C 10.5050 21.1590 42.0290
C 1.3980 19.8750 40.2780
C 11.4210 19.8290 38.4060
C 7.4860 23.4620 36.7050
C 12.4400 20.5050 37.7740
C 6.6470 16.4120 43.4570
C 8.2890 24.2210 35.9330
C 2.5900 18.0850 39.6510
H 10.7450 14.7280 39.0150
H 4.2190 17.6770 37.3260
H 2.4450 25.2340 39.8180
H 0.6350 20.5220 40.6120
H 4.0960 18.3840 42.5970
H 6.6690 23.6260 37.4030
H 5.9830 18.3730 41.0420
H 11.0970 18.9500 38.7530
H 4.7810 17.2350 44.8150
H 7.2850 21.2530 36.7970
H 7.5370 18.9360 36.4740
H 10.3280 17.9520 41.8330
H 12.1170 22.3210 36.5900
H 2.7750 24.6350 36.7730
H 3.1740 21.3330 40.0090
H 11.0980 17.5530 35.0840
H 9.1220 15.6520 35.0010
H 10.5280 24.6720 39.2090
H 7.2740 15.1240 39.0290
H 11.7400 21.4990 43.6040
H 9.9260 20.2000 45.1130
H 8.1160 25.3340 35.8030
H 8.5770 21.0130 34.7830
H 9.7990 19.7530 35.8080
H 6.9060 16.7300 36.0010
H 4.1470 20.5080 43.9310
H 9.1870 16.8480 37.9430
H 5.2580 19.5550 45.3540
H 6.5610 22.7550 44.2600
H 10.3940 26.1510 39.4200
H 7.1040 20.9230 44.2930
H 3.7510 20.7600 37.2820
H 11.7000 15.6590 41.2000
H 7.1250 15.4300 43.9150
H 3.6770 18.9120 33.3110
H 9.0150 25.0820 38.7080
H 9.2740 23.0590 40.6950
H 7.9920 19.1680 43.1220
H 7.6100 16.5870 41.4900
H 5.4310 20.7390 42.4650
H 1.9500 20.4610 35.2770
H 10.8680 21.8830 41.3200
H 6.0980 18.9350 34.2390
H 4.4450 19.3480 39.7100
H 4.7350 22.8140 36.6020
H 0.5040 17.4990 39.8950
H 6.6010 24.1790 41.3540
H 3.7980 20.7090 45.8640
H 6.5890 21.7960 40.6800
H 4.9320 22.2890 42.3510
H 4.0600 23.7220 40.7200
H 9.4130 23.6080 33.9420
H 3.9490 15.1410 36.0550
H 5.8680 13.5700 37.4300
H 9.7130 22.4600 37.8800
H 5.5370 22.3530 39.1090
H 5.8230 20.0510 36.4940
H 8.2360 23.6500 39.5300
H 5.7720 17.6050 38.8240
H 7.7400 23.4910 42.4640
H 3.0500 17.2740 39.4400
H 13.4140 20.4220 37.5330
H 8.8790 18.5710 39.6560
H 9.4250 20.3240 39.1350
H 7.6920 21.5490 41.7300
H 8.9110 20.2420 40.8310
```

Values from the calculation:
Energy above the lowest of the compared OMol25 structures with the same formula, charge and spin = 73.1 kcal per mole
Orbital gap = 7.3 eV
F_max = 11.42 eV/A
Charge = -2

---

> Which of these has the lowest energy above the lowest of the compared OMol25 structures with the same formula, charge and spin?

number 1

---

> Which formula does entry 1 have?

C46H66N11O6P

---

> What is the F_max in the first record?

13.76 eV/A